Entry 1:
C24H50F16O16 | ωB97M-V/def2-TZVPD

Structure (XYZ):
```
106
Properties=species:S:1:pos:R:3:forces:R:3
H 1.951 0.099 0.554 0.319 0.996 -0.428
F 2.341 -3.028 -1.491 0.678 -0.479 -1.118
F -3.823 5.577 0.690 -0.710 -0.931 -0.661
C -4.139 -1.521 -2.583 1.013 0.062 0.147
H 0.290 3.758 3.436 0.024 -0.133 0.198
H 2.278 -0.759 2.850 -0.094 0.527 -0.062
H 0.075 -1.724 5.023 0.578 -0.733 -0.338
C -0.693 -4.973 -1.345 0.460 -1.241 -1.473
F 3.461 -4.568 -2.845 -1.032 1.309 0.799
F -3.448 3.263 2.383 -0.634 -0.167 -0.267
C 4.744 1.127 -2.722 -0.489 -0.583 0.468
H 1.442 5.468 2.140 0.338 -0.154 0.052
H -3.998 -0.910 -0.547 -0.010 0.409 -0.444
H -0.273 4.087 -0.674 -0.338 -1.185 -0.111
C -3.344 4.729 -1.469 -1.330 2.020 -0.312
C 0.499 -0.762 -0.168 0.533 -0.958 -1.681
H 4.262 -2.258 3.390 0.091 0.468 0.105
H 1.073 -5.843 -1.700 -0.399 -0.011 0.222
H -1.262 -1.208 0.939 -0.178 -0.278 0.024
C -4.419 4.889 -0.381 1.540 0.719 0.130
H -0.749 1.390 -0.030 -0.262 0.196 0.168
F 3.099 0.030 -3.994 -1.266 0.151 -0.539
H -1.291 -2.522 3.272 -0.267 -0.537 0.269
C -4.616 2.623 2.052 -1.154 0.466 -0.139
F 3.974 -4.726 -0.330 0.968 0.349 0.027
H 1.694 3.923 -2.251 0.346 0.890 0.125
O 4.245 -1.110 -2.483 -0.425 -0.911 -0.172
H 4.768 -2.839 -0.368 -0.326 0.142 0.631
O 1.508 0.234 -0.316 -0.111 -0.429 1.426
H -5.166 0.044 -1.555 0.971 0.013 0.157
H -0.754 4.099 -2.954 -0.330 1.460 -0.544
H -5.779 4.343 1.658 -0.026 0.627 0.048
C -4.137 -0.411 -1.534 -0.375 -0.392 0.157
C 3.524 -3.356 -2.114 1.035 -1.802 0.638
O 1.281 -2.638 3.556 0.122 0.633 0.421
F 5.139 -0.397 -4.435 0.159 -0.518 -0.009
C -1.033 -3.229 4.100 -1.409 0.541 -0.817
F -5.418 5.669 -0.796 -0.429 0.105 0.125
H 0.213 -5.402 0.812 -0.480 0.861 0.093
O -0.431 -4.663 0.958 0.206 -0.546 0.226
H -2.379 0.671 -1.165 -1.527 -0.825 -0.373
H -4.339 -1.149 -3.617 -0.151 -0.230 0.861
H 5.224 -0.708 3.164 -0.139 -0.176 0.341
H -1.880 -5.842 0.159 -0.904 -1.067 0.142
H -0.188 5.946 0.711 -0.333 0.183 0.042
F 5.961 0.879 -2.164 -0.342 0.101 0.187
C 4.268 -0.140 -3.421 1.436 0.723 0.515
H 3.971 1.418 -1.987 0.643 0.216 -0.172
C -0.332 3.256 -2.489 0.634 -2.856 1.095
F 5.764 -3.991 -1.588 -1.583 -0.355 0.677
H 0.948 -3.057 2.767 -0.252 -0.434 -0.450
H -1.834 -3.076 4.902 1.145 -0.411 -0.946
H -0.070 -0.148 1.692 -0.083 0.090 0.667
H 6.250 -2.921 2.480 0.079 -0.245 0.631
O -0.615 3.220 -1.066 0.574 1.161 -0.160
H -0.905 -4.657 2.714 0.163 0.255 -1.269
C 4.765 -1.579 2.687 0.584 0.105 -0.221
H 4.987 -2.715 -3.537 -0.494 -0.191 0.681
H 1.702 3.836 1.266 -1.148 1.444 0.583
H 4.114 -0.598 0.776 0.577 -0.053 0.285
H 0.197 -1.054 -1.186 -0.348 0.285 0.286
C -1.432 -4.911 -0.046 1.413 1.662 -0.412
H -4.891 -2.221 -2.210 0.088 -0.265 -0.593
H -2.604 4.065 -1.154 1.547 -0.825 0.514
H 0.984 -1.649 0.234 -0.051 -0.397 0.170
O -4.816 3.633 -0.083 0.028 0.499 0.384
H 0.634 -3.423 5.366 0.206 0.338 -0.131
O -1.072 5.146 2.729 -0.393 -0.940 -0.237
H 1.335 3.158 -3.858 0.050 0.287 0.989
H -0.629 3.164 2.011 0.260 1.142 0.440
C 3.743 -1.089 1.678 -0.999 -0.759 -0.379
O -2.838 -2.183 -2.584 -0.106 1.455 0.058
O 2.787 -0.174 2.251 0.042 -1.154 0.229
C 0.288 -2.734 4.580 -0.007 0.272 1.192
F -2.833 5.967 -1.826 -0.207 -0.959 0.542
F -5.349 2.452 3.203 0.684 -0.031 -0.429
F 4.917 2.038 -3.671 -0.033 1.092 -0.417
H 3.334 -2.364 -3.985 0.486 0.316 1.357
F -5.441 0.553 1.320 0.580 0.496 -0.247
H -0.175 -4.077 -1.695 -0.341 0.346 0.541
H 1.448 1.657 -1.459 0.135 0.002 -0.226
H -0.898 2.370 -2.871 0.646 0.533 -0.032
O 0.371 5.233 0.396 0.747 -0.478 0.586
F -3.635 0.693 2.541 0.735 -0.932 -0.045
H -1.922 4.713 2.593 -0.327 0.649 0.162
C 4.525 -3.677 -1.000 0.698 -0.182 -0.705
C 1.198 3.108 -2.741 -1.793 0.764 -1.868
H 3.211 -2.011 1.341 0.134 0.526 -0.070
O 0.283 -6.011 -1.162 0.689 -0.153 0.029
C -4.260 1.254 1.487 -0.861 -0.601 1.279
H -1.322 -5.321 -2.171 -0.389 0.357 0.137
H -6.407 2.908 0.899 -0.693 -0.662 0.059
O -3.123 0.525 -1.825 0.907 0.753 0.107
H -2.210 -1.410 -2.621 -0.763 -1.103 -0.009
H -3.657 1.179 0.587 0.001 0.334 0.000
C 0.958 4.654 1.602 -0.217 -1.215 -0.848
O 1.748 1.920 -2.348 0.139 -1.315 0.681
F -3.962 4.237 -2.539 -0.293 -0.380 -0.920
C -5.519 3.438 1.141 1.174 0.207 0.012
O -1.021 -4.573 3.650 -0.213 0.258 1.942
O 5.761 -2.296 1.960 -0.442 0.447 -0.975
H -2.136 -4.085 -0.101 -0.149 -0.033 0.414
O -1.360 0.736 0.367 0.353 0.304 -0.577
C -0.584 -0.383 0.769 -0.219 0.479 0.205
C 4.033 -2.380 -3.081 -0.126 0.532 -2.839
C -0.164 4.077 2.499 1.042 -0.344 -1.015
```
Forces are in eV/Å.

Calculated values
LUMO = 0.4 eV
Net charge = 0
SMILES string = FC(F)C(F)(F)COC(F)(F)C(F)F.FC(F)C(F)(F)COC(F)(F)C(F)F.OCCO.OCCO.OCCO.OCCO.OCCO.OCCO.OCCO
Max |F| = 3.1 eV/Å
Orbital gap = 10.5 eV
Relative energy (zero: lowest compared OMol25 entry of this formula, charge and spin) = 0.0 kcal/mol
HOMO = -10.09 eV



Entry 2:
C3H16NO4 | ωB97M-V/def2-TZVPD

Structure (XYZ):
```
24
Properties=species:S:1:pos:R:3:forces:R:3
H 0.102 2.856 1.604 1.092 -0.419 -0.660
C 1.596 0.609 0.751 0.029 -0.415 1.394
H -0.639 -0.475 -2.726 0.238 0.296 -0.204
O 1.886 -2.072 0.930 0.022 -1.024 -0.281
O -0.754 0.108 -1.965 -0.207 -0.312 0.588
N -0.670 -0.439 0.878 1.073 -0.519 -3.081
H -3.365 -0.615 2.809 -0.128 0.189 0.080
H 1.743 -2.492 0.070 0.033 0.004 0.085
C 0.128 0.777 1.019 -0.009 2.388 0.786
H 2.668 -2.537 1.259 -0.162 0.102 0.181
H -1.129 0.927 -2.300 0.033 -0.039 -0.066
H -0.549 -0.636 -0.149 -0.052 -0.005 0.296
H -3.338 0.812 2.167 -0.147 -0.434 0.198
C -0.424 1.947 1.330 -0.575 0.602 0.537
H 1.250 -1.005 -4.741 -0.117 0.009 0.316
H 2.188 1.538 0.646 -0.822 -0.426 -0.102
H 1.696 -0.066 -0.086 0.398 0.253 -0.407
H -0.253 -1.254 1.334 -0.108 0.140 0.468
O -3.230 -0.134 1.987 0.150 0.258 -0.300
H -1.448 2.291 1.462 -0.440 -1.327 -0.099
H -1.686 -0.384 0.911 -0.504 0.355 1.302
H 1.994 0.044 1.621 0.091 0.469 -0.612
H 1.224 0.485 -4.676 -0.101 0.149 0.271
O 1.008 -0.286 -4.136 0.211 -0.296 -0.691
```
Forces are in eV/Å.

Calculated values
LUMO = -2.7 eV
Net charge = +1
Max |F| = 3.3 eV/Å
Orbital gap = 10.8 eV
Relative energy (zero: lowest compared OMol25 entry of this formula, charge and spin) = 27.1 kcal/mol
HOMO = -13.53 eV



Entry 3:
C17H12F3N3RuS2 | ωB97M-V/def2-TZVPD

Structure (XYZ):
```
38
Properties=species:S:1:pos:R:3:forces:R:3
C -6.833 -1.762 -2.035 0.006 -0.002 0.000
H 0.539 5.173 -0.182 -0.002 0.002 0.004
H 5.642 -2.693 3.007 -0.007 -0.001 0.000
C 3.631 -2.068 0.968 0.079 -0.004 -0.152
C 5.875 -3.156 2.052 0.016 0.006 -0.033
N 3.395 0.138 0.995 0.102 -0.356 0.040
F -7.419 -0.661 -2.511 -0.002 -0.013 0.002
F -6.829 -2.689 -2.997 -0.010 0.013 0.012
H 6.396 -4.098 2.210 0.002 0.002 0.005
C 2.900 2.428 0.988 -0.050 -0.175 0.249
C 3.748 1.304 1.396 -0.247 0.275 0.061
H -3.296 -1.535 1.007 -0.003 0.003 0.001
C -3.256 -0.628 -2.316 0.004 0.001 0.000
C 3.141 3.714 1.418 0.051 0.086 -0.163
H -5.646 -2.064 0.409 -0.001 0.002 0.000
N 4.163 -0.951 1.336 -0.092 0.019 0.012
C -3.667 -1.372 0.005 0.009 -0.003 -0.005
C -5.401 -1.443 -1.635 -0.010 0.000 0.005
H 2.456 5.752 1.308 0.004 0.000 -0.001
C -2.788 -0.848 -0.988 -0.018 0.004 0.035
C -4.552 -0.928 -2.627 0.001 -0.002 -0.005
H -2.578 -0.236 -3.060 -0.002 0.003 0.001
H 3.988 3.923 2.056 0.007 0.001 -0.007
S 2.038 -2.189 0.127 0.065 -0.158 0.107
H 0.176 2.799 -0.803 0.000 -0.001 -0.002
N 1.825 2.109 0.215 -0.118 -0.037 -0.021
C 1.220 4.414 0.176 0.010 -0.017 0.000
C 1.014 3.087 -0.184 -0.019 0.009 0.014
Ru 1.588 -0.035 0.018 0.117 0.371 0.060
F -7.543 -2.215 -1.006 0.007 0.003 -0.015
H 6.477 -2.494 1.436 0.006 -0.002 0.004
C -1.477 -0.568 -0.661 0.030 -0.117 -0.007
S 4.357 -3.596 1.188 -0.038 -0.017 0.081
C 2.285 4.731 0.995 -0.011 -0.018 0.004
H -4.929 -0.775 -3.629 -0.002 0.001 0.001
C -4.964 -1.664 -0.327 0.003 0.000 -0.006
H 4.605 1.449 2.045 0.114 -0.073 -0.130
C -0.279 -0.356 -0.391 0.001 0.194 -0.150
```
Forces are in eV/Å.

Calculated values
LUMO (spin up / spin down) = -7.5 / -9.6 eV
Net charge = +2
2S+1 = 5
Max |F| = 0.4 eV/Å
<S²> = 6.063
Orbital gap (spin up / spin down) = 7.4 / 5.2 eV
Relative energy (zero: lowest compared OMol25 entry of this formula, charge and spin) = 1.2 kcal/mol
HOMO (spin up / spin down) = -14.89 / -14.77 eV



Entry 4:
C24H36N4O5S | ωB97M-V/def2-TZVPD

Structure (XYZ):
```
70
Properties=species:S:1:pos:R:3:forces:R:3
H -5.294 -1.951 -0.354 0.026 -0.107 0.073
N -4.663 0.598 -0.079 1.174 0.311 0.168
C -2.191 -0.339 0.103 -0.224 0.512 -0.097
C -1.231 -0.663 -0.831 -0.322 0.359 0.006
C -5.678 0.858 2.118 -0.214 0.042 -0.186
O 3.496 2.416 -0.760 -0.010 -0.165 -0.198
H 4.911 -2.589 -0.241 0.002 -0.042 0.005
O -2.941 1.869 1.278 -0.188 -0.136 0.126
C -5.527 0.844 -2.405 0.282 -0.083 0.187
H 0.474 -3.638 -1.790 0.049 -0.128 0.055
H 1.076 -5.174 1.327 -0.015 0.015 0.019
H 6.613 -0.878 0.022 0.111 0.023 0.037
H -6.682 0.861 0.223 0.203 -0.019 -0.046
S -3.109 1.187 0.027 0.074 -0.544 -0.053
H 8.099 2.414 0.087 -0.006 -0.179 -0.012
H -3.922 -0.371 -1.693 -0.237 -0.118 -0.143
N 2.300 -2.111 -0.809 -0.179 0.389 -0.149
C 0.916 -4.051 -0.881 0.263 -0.034 -0.200
C 0.152 -4.604 1.398 -0.153 -0.105 0.188
H -6.520 1.177 -2.112 -0.145 0.039 0.012
C -5.747 -1.335 -1.127 0.291 0.240 0.017
C 3.974 1.155 -0.586 0.027 -0.257 0.077
C 5.307 0.785 -0.310 -0.022 0.113 0.028
C -5.749 1.252 0.643 -0.104 0.384 0.615
H -1.844 -3.078 2.036 -0.022 -0.064 0.079
H -6.607 3.204 0.964 -0.064 0.073 0.032
C -5.733 2.772 0.482 -0.165 -0.149 -0.064
C 3.220 4.722 -0.323 0.164 -0.460 -0.012
H 1.385 -1.707 -1.016 0.188 -0.244 0.001
H 2.328 4.514 0.262 -0.097 0.036 0.070
C -1.677 -2.375 1.238 -0.023 0.102 0.033
H 7.089 2.106 2.324 -0.019 0.066 0.067
H 5.082 3.748 -0.837 -0.152 -0.065 0.158
H 0.191 -4.011 2.312 0.014 -0.032 0.019
O 6.245 1.787 -0.222 -0.373 -0.048 -0.178
H 2.009 0.469 -0.957 -0.142 0.077 -0.024
H 8.524 1.084 2.159 0.111 -0.033 0.070
H 2.923 4.889 -1.355 -0.040 0.077 -0.106
H -4.748 1.221 2.544 -0.002 0.009 0.114
C -2.410 -1.217 1.161 0.172 -0.098 -0.067
C 3.020 0.158 -0.743 0.222 0.010 0.032
H -5.723 -0.224 2.221 -0.024 -0.113 0.036
H 4.479 3.365 0.794 0.010 -0.021 -0.137
H -0.690 -5.301 1.460 0.022 -0.023 0.074
C 4.644 -1.551 -0.340 -0.055 -0.187 -0.005
N -0.509 -1.768 -0.773 0.034 -0.294 0.075
H -1.030 0.004 -1.658 -0.017 0.105 -0.080
H -6.513 1.295 2.660 -0.085 0.032 0.117
H 3.701 5.618 0.060 0.040 0.112 0.031
H 7.995 0.674 -0.234 -0.031 0.108 -0.006
C 5.603 -0.566 -0.186 0.007 0.272 -0.037
H 1.008 -5.135 -0.974 0.061 0.150 0.002
C 3.336 -1.190 -0.629 0.428 0.167 0.123
H 6.907 0.374 2.040 -0.003 -0.063 0.080
O -2.725 1.879 -1.173 0.001 -0.209 -0.086
H -4.836 3.178 0.939 -0.028 0.131 0.059
C -4.916 -0.070 -1.343 -0.184 -0.372 -0.580
C 7.526 1.508 0.301 0.293 -0.068 0.267
H -4.882 1.707 -2.544 -0.028 0.104 -0.086
C -0.710 -2.632 0.239 -0.255 0.286 -0.148
H -3.155 -0.967 1.900 -0.111 -0.072 0.161
H -6.763 -1.090 -0.827 -0.154 -0.004 0.026
H -5.791 -1.907 -2.050 -0.065 -0.067 -0.091
H -5.606 0.309 -3.348 -0.059 -0.036 -0.101
H -5.738 3.047 -0.569 -0.037 0.072 -0.105
N 0.044 -3.752 0.237 0.112 -0.058 -0.033
C 4.182 3.545 -0.246 0.133 0.638 0.171
C 7.510 1.248 1.805 -0.148 0.046 -0.384
C 2.320 -3.452 -0.665 -0.581 -0.241 -0.174
O 3.274 -4.141 -0.374 0.268 -0.165 0.080
```
Forces are in eV/Å.

Calculated values
LUMO = 0.6 eV
Net charge = 0
SMILES string = CCOc1ccc(NC(=O)CN(C)c2ccc(S(=O)(=O)N(C(C)C)C(C)C)cn2)cc1OCC
Max |F| = 1.2 eV/Å
Orbital gap = 8.2 eV
Relative energy (zero: lowest compared OMol25 entry of this formula, charge and spin) = 18.3 kcal/mol
HOMO = -7.60 eV